# 1
{"formula": "BrH2NS", "method": "ωB97M-V/def2-TZVPD", "e_above_lowest_ev": 3.639, "homo_lumo_gap_ev": [8.9, 8.5], "max_force_ev_per_a": 2.72, "spin_multiplicity": 1, "symbols": ["N", "S", "Br", "H", "H"], "coordinates": [[0.48, -0.31, 0.25], [-0.98, -0.67, -0.50], [0.31, -0.02, 2.02], [0.77, 2.02, 0.12], [-0.58, -1.02, -1.89]]}


# 2
{"formula": "BrH2O2PS", "method": "ωB97M-V/def2-TZVPD", "e_above_lowest_ev": 1.948, "smiles": "O=P(=S)Br.O", "homo_lumo_gap_ev": 8.5, "max_force_ev_per_a": 2.96, "spin_multiplicity": 1, "symbols": ["O", "P", "S", "Br", "O", "H", "H"], "coordinates": [[-1.88, -0.10, 1.84], [-1.96, -0.15, 0.39], [-1.24, -1.47, -0.85], [-2.43, 1.86, -0.52], [2.43, 0.10, -0.05], [3.18, -0.57, 0.01], [1.90, 0.34, -0.81]]}


# 3
{"formula": "BrH2O2PS", "method": "ωB97M-V/def2-TZVPD", "e_above_lowest_ev": 0.000, "smiles": "OP(O)(=S)Br", "homo_lumo_gap_ev": 9.3, "max_force_ev_per_a": 2.20, "spin_multiplicity": 1, "symbols": ["O", "P", "O", "S", "Br", "H", "H"], "coordinates": [[-0.79, -0.62, 0.87], [0.10, -0.12, -0.36], [1.45, 0.26, 0.36], [0.17, -1.26, -1.91], [-0.76, 2.18, -0.74], [-1.53, -1.17, 0.59], [1.35, 0.73, 1.19]]}


# 4
{"formula": "BrH2OPS", "method": "ωB97M-V/def2-TZVPD", "e_above_lowest_ev": 0.567, "smiles": "O=PS.Br", "homo_lumo_gap_ev": 9.2, "max_force_ev_per_a": 1.30, "spin_multiplicity": 1, "symbols": ["O", "P", "S", "H", "Br", "H"], "coordinates": [[1.15, -0.70, -0.05], [0.98, 0.68, 0.35], [-0.01, 1.70, -1.22], [-0.19, 2.81, -0.49], [-1.54, -2.34, 1.11], [-0.40, -2.15, 0.30]]}


# 5
{"formula": "BrH2OS", "method": "ωB97M-V/def2-TZVPD", "charge": 1, "homo_lumo_gap_ev": 10.6, "max_force_ev_per_a": 0.15, "spin_multiplicity": 1, "symbols": ["O", "S", "Br", "H", "H"], "coordinates": [[-0.44, 0.64, 0.73], [-0.20, -0.28, -0.53], [1.92, -0.31, -0.81], [-0.99, 1.41, 0.50], [-0.28, -1.47, 0.11]]}


# 6
{"formula": "BrH2OZn2", "method": "ωB97M-V/def2-TZVPD", "charge": 3, "e_above_lowest_ev": 6.573, "homo_lumo_gap_ev": 5.7, "max_force_ev_per_a": 8.63, "spin_multiplicity": 1, "symbols": ["Zn", "Zn", "Br", "O", "H", "H"], "coordinates": [[-16.36, 17.16, -7.83], [-19.67, 18.33, -8.46], [-17.95, 17.56, -9.02], [-16.50, 20.07, -9.32], [-16.88, 19.21, -9.17], [-16.92, 20.65, -8.68]]}


# 7
{"formula": "BrH4N2OP", "method": "ωB97M-V/def2-TZVPD", "e_above_lowest_ev": 0.829, "smiles": "N=[P@](N)(O)Br", "homo_lumo_gap_ev": 10.2, "max_force_ev_per_a": 5.40, "spin_multiplicity": 1, "symbols": ["N", "P", "N", "O", "Br", "H", "H", "H", "H"], "coordinates": [[0.24, 1.11, -1.40], [-0.19, 0.12, -0.28], [0.30, 0.25, 1.22], [0.18, -1.70, -0.50], [-2.39, -0.16, -0.16], [0.22, 1.94, -0.80], [1.28, 0.54, 1.41], [-0.19, -0.27, 1.90], [0.55, -1.82, -1.39]]}


# 8
{"formula": "BrH6NSi2", "method": "ωB97M-V/def2-TZVPD", "e_above_lowest_ev": 3.361, "homo_lumo_gap_ev": [8.5, 8.5], "max_force_ev_per_a": 4.07, "spin_multiplicity": 1, "symbols": ["N", "Si", "Si", "Br", "H", "H", "H", "H", "H", "H"], "coordinates": [[-0.14, 0.34, -0.78], [0.58, -1.28, -0.45], [-1.58, 1.03, -0.37], [-2.96, -0.46, 0.40], [0.60, 0.97, -1.17], [1.73, -1.06, -1.17], [-0.30, -2.37, -1.18], [0.43, -1.62, 0.99], [-0.88, 2.84, 1.17], [-2.29, 1.47, -1.50]]}


# 9
{"formula": "BrH8LiO4", "method": "ωB97M-V/def2-TZVPD", "e_above_lowest_ev": 1.326, "homo_lumo_gap_ev": 7.2, "max_force_ev_per_a": 10.01, "spin_multiplicity": 1, "symbols": ["Li", "Br", "O", "H", "H", "O", "H", "H", "O", "H", "H", "O", "H", "H"], "coordinates": [[0.24, -0.06, 0.25], [2.80, -0.51, 0.40], [-0.54, 0.20, 2.10], [-0.45, -0.32, 2.94], [-0.39, 1.08, 2.59], [-0.38, 2.06, -0.13], [-0.81, 2.57, 0.38], [-0.72, 2.44, -1.02], [0.01, -0.22, -2.09], [-0.63, 0.30, -2.72], [0.89, -0.52, -2.45], [-0.16, -2.11, 0.22], [0.72, -2.62, 0.09], [-0.59, -2.27, -0.54]]}


# 10
{"formula": "BrH8MnO4", "method": "ωB97M-V/def2-TZVPD", "charge": 2, "homo_lumo_gap_ev": [6.2, 2.7], "max_force_ev_per_a": 2.22, "s2": 12.01, "spin_multiplicity": 7, "symbols": ["Mn", "Br", "O", "H", "H", "O", "H", "H", "O", "H", "H", "O", "H", "H"], "coordinates": [[1.09, 0.83, 3.27], [0.04, -0.01, 1.08], [3.11, 0.81, -0.95], [2.65, 0.55, -0.15], [3.94, 0.34, -0.91], [-0.62, 1.08, -2.20], [0.22, 0.79, -2.55], [-0.62, 0.78, -1.29], [-0.07, -3.39, 0.42], [-1.02, -3.31, 0.33], [0.22, -2.49, 0.58], [-3.07, 1.62, 1.05], [-2.25, 1.12, 1.00], [-3.60, 1.28, 0.33]]}


# 11
{"formula": "BrHNO2S", "method": "ωB97M-V/def2-TZVPD", "charge": -1, "e_above_lowest_ev": 0.068, "homo_lumo_gap_ev": 7.6, "max_force_ev_per_a": 2.11, "spin_multiplicity": 1, "symbols": ["N", "O", "O", "S", "Br", "H"], "coordinates": [[-1.01, -0.11, -0.26], [1.08, -1.14, 0.95], [1.80, 0.62, -0.55], [0.91, -0.58, -0.40], [-1.54, 1.60, -0.46], [-1.24, -0.39, 0.71]]}


# 12
{"formula": "BrMnN3O9", "method": "ωB97M-V/def2-TZVPD", "charge": -1, "e_above_lowest_ev": 0.442, "homo_lumo_gap_ev": [8.4, 3.1], "max_force_ev_per_a": 5.27, "s2": 12.01, "spin_multiplicity": 7, "symbols": ["Mn", "N", "O", "O", "O", "N", "O", "O", "O", "N", "O", "O", "O", "Br"], "coordinates": [[0.71, -1.03, 0.55], [1.25, 0.60, -2.38], [0.50, 1.47, -2.72], [1.24, -0.04, -1.26], [2.32, 0.68, -2.91], [0.13, 1.86, 1.64], [0.90, 2.82, 1.57], [-1.12, 1.82, 1.57], [0.73, 0.83, 1.70], [-2.42, -1.79, 0.24], [-2.62, -0.74, 0.76], [-1.22, -1.97, 0.00], [-3.30, -2.56, 0.12], [2.91, -1.94, 1.11]]}


# 13
{"formula": "BrOP", "method": "ωB97M-V/def2-TZVPD", "e_above_lowest_ev": 3.336, "homo_lumo_gap_ev": [10.9, 3.7], "max_force_ev_per_a": 4.53, "spin_multiplicity": 1, "symbols": ["O", "P", "Br"], "coordinates": [[0.13, -0.53, 0.00], [0.00, 0.88, 0.00], [4.16, -0.11, 0.00]]}


# 14
{"formula": "BrSr", "method": "ωB97M-V/def2-TZVPD", "charge": 1, "e_above_lowest_ev": 0.397, "homo_lumo_gap_ev": 6.9, "max_force_ev_per_a": 1.99, "spin_multiplicity": 1, "symbols": ["Sr", "Br"], "coordinates": [[1.07, 0.89, -0.51], [-1.07, -0.89, 0.51]]}


# 15
{"formula": "BrZn", "method": "ωB97M-V/def2-TZVPD", "charge": 1, "e_above_lowest_ev": 0.773, "homo_lumo_gap_ev": 6.5, "max_force_ev_per_a": 2.79, "spin_multiplicity": 1, "symbols": ["Zn", "Br"], "coordinates": [[-17.33, -0.30, -2.17], [-15.34, 1.38, -2.16]]}